Record 1
The following is a DFT calculation (ωB97M-V/def2-TZVPD) of a 2-piece molecular cluster, C3H6N2O overall at a distorted geometry.

Structure (XYZ):
```
12
Properties=species:S:1:pos:R:3:lowdin_charge:R:1
C -2.435 0.921 0.120 -0.078
C -2.073 -0.467 0.098 -0.312
N -1.784 -1.573 0.075 0.130
H -2.440 1.307 -0.900 0.088
H -3.425 1.034 0.563 0.085
H -1.705 1.476 0.709 0.077
C 2.601 -0.704 -0.288 -0.104
N 1.819 -0.084 0.749 -0.108
O 1.031 0.772 0.415 -0.032
H 2.469 -0.251 -1.275 0.082
H 3.643 -0.677 0.035 0.082
H 2.298 -1.753 -0.302 0.090
```

Energy above the lowest of the compared OMol25 structures with the same formula, charge and spin ... 349.5 kJ/mol
SMILES ... CC#N.CN=O

=====

Record 2
The following is a DFT calculation (ωB97M-V/def2-TZVPD) of C46H46ClN4OP2PbS3 as an isolated structure at a distorted geometry.

Structure (XYZ):
```
104
Properties=species:S:1:pos:R:3:lowdin_charge:R:1
Pb 2.951 0.673 -1.333 0.779
S 2.125 2.963 0.560 0.189
P 1.915 1.360 1.706 0.354
C 2.118 -0.075 0.775 -0.763
P 3.127 -1.456 0.902 0.334
S 4.635 -1.481 -0.418 0.163
C 3.838 -1.738 2.550 -0.338
C 5.165 -1.469 2.885 -0.105
C 5.671 -1.747 4.140 -0.099
C 4.837 -2.238 5.134 -0.101
C 3.525 -2.576 4.801 -0.079
C 3.025 -2.296 3.518 -0.089
C 2.087 -2.954 0.624 -0.345
C 2.718 -4.175 0.409 -0.103
C 1.969 -5.292 0.102 -0.088
C 0.584 -5.246 0.167 -0.107
C -0.039 -4.065 0.433 -0.091
C 0.695 -2.892 0.642 -0.085
C 3.141 1.506 3.083 -0.292
C 2.803 1.143 4.409 -0.076
C 3.732 1.262 5.428 -0.094
C 5.004 1.714 5.108 -0.114
C 5.309 2.128 3.833 -0.120
C 4.413 2.039 2.834 -0.118
C 0.273 1.454 2.557 -0.320
C -0.425 2.646 2.419 -0.090
C -1.582 2.784 3.209 -0.075
C -1.984 1.837 4.122 -0.095
C -1.267 0.658 4.240 -0.092
C -0.157 0.458 3.430 -0.131
H 5.819 -1.057 2.127 0.076
H 6.701 -1.459 4.335 0.103
H 5.220 -2.412 6.165 0.108
H 2.844 -3.037 5.484 0.088
H 2.038 -2.543 3.230 0.086
H 3.789 -4.215 0.372 0.084
H 2.489 -6.215 -0.087 0.093
H -0.105 -6.065 -0.031 0.101
H -1.109 -4.077 0.409 0.093
H 0.227 -1.917 0.830 0.076
H 1.837 0.710 4.660 0.085
H 3.506 0.893 6.435 0.106
H 5.743 1.788 5.906 0.099
H 6.303 2.578 3.741 0.109
H 4.680 2.381 1.840 0.091
H -0.155 3.387 1.712 0.035
H -2.207 3.626 3.130 0.083
H -2.803 2.014 4.782 0.093
H -1.598 -0.046 4.995 0.106
H 0.392 -0.413 3.583 0.079
S 1.077 -0.906 -2.460 0.487
C 1.816 -1.193 -4.011 -0.755
C 1.618 -2.493 -4.596 -0.113
C 2.255 -2.752 -5.795 -0.109
C 3.111 -1.799 -6.335 -0.115
C 3.201 -0.551 -5.764 -0.170
N 2.550 -0.240 -4.634 0.017
H 1.083 -3.286 -4.039 0.100
H 2.105 -3.724 -6.226 0.091
H 3.630 -2.030 -7.266 0.090
H 3.865 0.201 -6.157 0.095
C -4.973 3.810 -2.641 -0.050
C -4.564 2.369 -2.211 -0.460
C -5.862 1.617 -1.820 -0.051
C -3.696 2.495 -0.948 -0.035
C -3.818 1.609 -3.413 -0.409
O -4.778 1.667 -4.478 -0.048
C -3.559 0.136 -3.147 -0.109
C -2.445 -0.247 -2.128 -0.121
C -2.978 -0.792 -0.798 -0.213
C -4.135 -1.595 -0.649 -0.032
C -4.413 -2.166 0.584 -0.115
C -3.578 -1.987 1.678 -0.676
Cl -3.808 -3.004 3.069 0.646
C -2.487 -1.189 1.522 -0.105
C -2.194 -0.555 0.317 -0.029
C -2.588 2.386 -4.083 -0.023
N -1.353 2.800 -3.369 -0.123
C -0.174 2.115 -3.388 -0.186
N 0.731 2.772 -2.703 0.067
C 0.072 3.939 -2.345 -0.209
N -1.202 3.974 -2.704 0.086
H -5.238 4.413 -1.770 0.077
H -5.826 3.846 -3.283 0.065
H -4.178 4.382 -3.173 0.082
H -6.488 2.237 -1.152 0.089
H -5.719 0.670 -1.267 0.072
H -6.498 1.363 -2.674 0.081
H -4.253 3.123 -0.211 0.100
H -2.682 2.884 -1.145 0.073
H -3.482 1.531 -0.482 0.057
H -4.503 1.081 -5.227 0.118
H -3.307 -0.260 -4.118 0.105
H -4.547 -0.353 -2.959 0.113
H -1.768 0.619 -1.979 0.095
H -1.752 -0.994 -2.529 0.077
H -4.739 -1.777 -1.497 0.090
H -5.341 -2.734 0.731 0.105
H -1.834 -1.110 2.337 0.064
H -1.336 0.132 0.263 0.129
H -2.969 3.260 -4.530 0.098
H -2.228 1.748 -4.904 0.133
H -0.121 1.135 -3.795 0.075
H 0.484 4.571 -1.585 0.079
```

Net charge ... -1

=====

Calculated LUMO energy, 0.104, 2.214 eV (same order as the records).
Calculated HOMO level, -0.3396, -0.1657 hartree (same order as the records).
Calculated calculated total energy, -8233.0766, -125313.5953 eV (same order as the records).